1.
15
Properties=species:S:1:pos:R:3:forces:R:3:lowdin_charge:R:1 method="wB97M-V/def2-TZVPD" fmax_ev_per_a=3.98 gap_ev=6.18 relative_energy_ev=1.684 e_lumo_ha=-0.06201 multiplicity=1 homo_energy_ha=-0.289
C 1.39803 -1.94032 -0.06110 0.806 -2.035 -1.838 -0.048
C 0.70940 -1.27072 0.81064 -0.971 1.484 2.130 -0.253
C 0.22109 0.51949 -1.58997 0.562 -0.182 0.424 -0.196
C -0.83075 1.59970 1.43920 3.426 -1.287 1.569 -0.182
Si -0.20472 0.23045 0.26399 -1.234 0.320 -1.022 0.883
Br -3.65144 -0.18993 -0.90834 1.393 0.099 0.547 -0.543
H 1.97909 -2.83621 0.16374 0.019 0.327 0.261 0.081
H 1.30506 -1.76122 -1.12431 0.166 0.063 0.035 0.045
H 0.80450 -1.52770 1.86956 -0.229 0.067 -0.251 0.070
H -0.46096 0.02604 -2.27964 -0.633 0.134 0.350 0.027
H 0.35021 1.55948 -1.93770 -0.111 -0.430 0.445 0.045
H 1.15158 -0.05711 -1.77570 -0.210 0.849 0.228 0.012
H -1.81869 1.72006 1.22143 -2.611 1.243 -1.367 -0.038
H -0.86398 1.52252 2.55560 0.397 -1.063 -0.808 0.059
H -0.08841 2.40546 1.35258 -0.772 0.412 -0.703 0.038

2.
47
Properties=species:S:1:pos:R:3:forces:R:3:mulliken_spin:R:1 method="wB97M-V/def2-TZVPD" total_charge=+1 fmax_ev_per_a=3.16 gap_ev="11.23 / 4.77" e_lumo_ha="-0.09898 / -0.30216" multiplicity=2 homo_energy_ha="-0.512 / -0.477"
C 0.45810 -1.09353 1.80646 0.212 1.540 0.515 0.024
C -0.51556 -0.45510 0.76624 -1.776 -2.568 0.498 0.031
C -0.73951 1.04631 0.96269 -1.675 -0.517 -0.767 -0.008
S -2.27836 1.76309 0.24744 -0.012 -0.854 0.336 0.621
N -0.22740 -0.73322 -0.62814 1.764 -0.924 0.579 0.289
H -0.01511 -1.89404 2.43208 0.502 0.863 -0.559 -0.001
H 1.33315 -1.41570 1.28329 0.458 -0.754 -0.285 0.001
H 0.92907 -0.26583 2.42405 -0.833 -1.137 -0.180 0.009
H -1.46280 -1.08151 0.94572 0.693 1.635 0.055 0.006
H 0.02956 1.58002 0.49806 1.319 0.850 -0.301 0.004
H -0.80002 1.21007 2.02307 -0.259 0.233 0.438 0.037
H -1.94564 2.59771 -0.78199 0.766 -0.262 0.247 -0.005
H 0.50439 -1.50954 -0.73242 -1.625 1.210 0.153 -0.036
H 0.11025 0.08200 -1.11127 0.179 0.213 -0.437 0.017
H 1.53270 3.88870 0.29361 -1.214 0.102 0.675 0.000
H 0.27503 4.13504 1.27975 0.139 0.909 0.003 0.000
O 0.80270 3.49051 0.82318 1.224 -0.900 -0.376 0.001
H 1.33547 1.07431 -3.40118 -0.440 1.117 0.603 0.000
H 1.82273 0.26582 -2.37726 0.504 -0.395 1.114 0.000
O 1.35897 1.12812 -2.41695 0.286 -1.174 -1.620 0.002
H 1.99648 -1.96488 -1.58752 0.708 0.528 -2.509 0.001
H 2.21634 -1.84433 -3.19643 -0.420 -0.869 -0.690 0.000
O 2.47271 -1.49222 -2.36125 -0.193 1.184 2.031 0.000
H -3.47447 -1.65920 -0.72225 0.129 -0.709 -0.332 0.001
H -2.01017 -2.00078 -0.87693 0.219 0.017 -0.344 -0.002
O -2.88067 -2.41403 -0.90599 -0.652 0.995 0.396 0.003
H -0.76329 0.60646 -2.75334 1.458 -1.092 0.077 0.000
H -1.45564 0.72757 -4.17865 0.429 -0.838 -1.338 0.000
O -1.43650 0.97030 -3.27947 -2.128 1.914 1.082 -0.001
H 2.69725 -3.06869 -0.51638 0.123 -0.812 0.611 0.000
H 1.24780 -3.81186 -0.12055 1.271 1.305 -1.331 0.000
O 1.75905 -3.15663 -0.70915 -1.364 -1.364 1.492 0.000
H 3.37495 1.21596 0.93726 -0.165 0.004 0.212 0.000
H 1.97843 1.68135 1.44048 1.352 -0.645 0.301 -0.001
O 2.71496 1.03549 1.62354 -0.943 0.805 -0.802 0.001
H -3.82996 0.02596 2.35688 0.607 -1.352 0.247 0.000
H -2.99828 -1.37454 2.44369 -0.668 -1.079 -0.748 -0.002
O -3.10674 -0.50085 2.76621 -0.053 2.456 0.517 0.006
H 0.21035 2.48074 -1.75442 0.160 1.593 -0.723 0.000
H 0.03013 3.70425 -2.72980 -0.061 -0.128 -0.961 0.000
O 0.05626 3.46022 -1.81708 -0.266 -1.071 1.519 0.000
H -0.86087 -3.40782 0.69706 -0.941 -0.486 -0.557 0.000
H -1.75503 -4.04186 -0.50644 -0.453 0.341 0.489 0.000
O -0.88840 -3.95174 -0.10779 1.747 -0.088 0.435 0.001
H 0.46115 1.29561 4.48534 -1.252 -0.430 1.009 0.000
H 0.63698 2.04098 3.14469 0.148 0.029 0.625 -0.002
O 1.09948 1.63134 3.89184 0.998 0.604 -1.399 0.004

3.
86
Properties=species:S:1:pos:R:3:forces:R:3:lowdin_charge:R:1 method="wB97M-V/def2-TZVPD" total_charge=+2 fmax_ev_per_a=1.60 gap_ev=7.38 relative_energy_ev=0.000 e_lumo_ha=-0.21824 multiplicity=1 homo_energy_ha=-0.489
N 1.33580 0.78252 -1.16201 0.100 -1.046 -0.334 0.273
H 2.31718 0.35658 -1.30137 0.471 0.459 0.602 0.091
H 1.29038 1.81651 -0.90632 0.155 0.396 -0.513 0.086
H 0.85163 0.23238 -0.44941 0.037 -0.007 0.001 0.064
H 0.93414 0.57741 -2.07743 -0.483 0.470 0.206 0.130
N 0.45518 -5.46093 1.42128 0.175 -0.137 0.920 0.334
H 1.27407 -5.84228 0.94221 -0.190 0.116 -0.283 0.165
H -0.41433 -5.57149 0.90729 0.155 -0.175 -0.243 0.147
H 0.60566 -4.46566 1.64878 0.331 0.603 -0.029 0.092
H 0.37780 -5.95550 2.31805 -0.085 0.019 -0.114 0.168
N -2.96571 -2.67558 -0.07843 0.085 0.634 -0.589 0.286
H -2.14667 -2.09362 0.15838 0.158 -0.393 0.032 0.079
H -2.76800 -3.66284 0.02641 -0.006 0.002 0.196 0.122
H -3.22376 -2.49985 -1.05222 0.155 -0.064 0.059 0.143
H -3.80191 -2.30686 0.49849 -0.649 0.384 0.481 0.092
Cl 0.31784 -1.65331 1.65981 -0.993 -0.061 1.252 0.660
O -0.02227 -2.00167 0.28178 0.080 0.183 -0.651 -0.415
O 0.81258 -0.31344 1.76125 0.164 -0.332 -0.567 -0.313
O -0.89946 -1.78826 2.43228 0.311 -0.168 -0.215 -0.350
O 1.30061 -2.60890 2.13486 -0.031 -0.283 -0.294 -0.353
C -5.20612 -3.59640 2.61977 -0.398 -0.092 0.346 -0.080
C -4.92334 -2.10338 2.63645 0.112 0.127 0.347 -0.247
N -5.05012 -1.43958 1.32363 0.572 -0.424 -0.485 -0.236
C -4.80092 0.01616 1.46493 -0.014 -0.464 0.067 -0.220
C -3.35039 0.36266 1.73985 0.011 0.351 0.024 -0.075
C -6.39055 -1.69064 0.74630 0.047 -0.529 -0.097 -0.238
C -6.61093 -1.03973 -0.60351 -0.187 0.771 -0.082 -0.082
H -5.07546 -3.97264 3.63535 0.255 -0.086 -0.085 0.088
H -4.54697 -4.14635 1.94287 0.110 0.020 0.066 0.060
H -6.22602 -3.87682 2.36155 -0.033 0.222 -0.103 0.074
H -5.52675 -1.56970 3.38328 -0.426 -0.232 -0.135 0.132
H -3.91691 -1.97723 3.04634 0.145 0.091 -0.442 0.106
H -5.08583 0.51993 0.54493 -0.211 -0.057 0.074 0.104
H -5.45884 0.34927 2.27631 0.090 0.340 -0.046 0.132
H -2.73392 0.35172 0.83491 -0.077 -0.310 -0.050 0.062
H -3.31115 1.40416 2.06351 0.065 -0.088 0.218 0.084
H -2.88885 -0.26934 2.49455 0.066 0.161 0.026 0.053
H -7.14739 -1.41718 1.49050 -0.149 0.195 -0.174 0.136
H -6.50729 -2.76288 0.58248 0.152 -0.039 0.234 0.105
H -5.76206 -1.17279 -1.27986 0.075 -0.064 0.099 0.072
H -6.78941 0.03188 -0.50435 0.078 -0.008 -0.106 0.074
H -7.48722 -1.42357 -1.12375 -0.016 -0.242 0.215 0.086
C 3.09643 -2.58126 -1.56960 -0.037 -0.426 -0.522 -0.083
C 4.05840 -1.51358 -2.10472 -0.839 -0.498 0.466 -0.226
N 3.95898 -0.24610 -1.36067 0.459 -0.076 0.300 -0.227
C 4.27820 -0.44548 0.06686 -0.136 -0.307 0.516 -0.248
C 5.60929 -1.12450 0.41701 0.244 -0.073 -0.573 -0.063
C 4.91466 0.73122 -1.92854 -0.021 -0.071 -0.559 -0.237
C 4.32853 1.42636 -3.14256 -0.381 0.332 -0.055 -0.068
H 2.04696 -2.33491 -1.74995 0.005 0.333 0.358 0.059
H 3.26269 -2.84890 -0.52731 -0.089 0.179 0.057 0.059
H 3.22189 -3.50299 -2.14586 0.288 0.065 -0.017 0.080
H 5.07490 -1.91065 -2.05465 0.102 0.106 -0.207 0.119
H 3.76239 -1.34719 -3.13930 0.383 0.174 -0.102 0.115
H 3.49384 -1.03372 0.55287 -0.156 0.096 -0.216 0.090
H 4.22185 0.52780 0.55726 0.095 0.101 -0.167 0.112
H 5.54933 -2.21478 0.41947 -0.297 0.027 0.400 0.074
H 5.93686 -0.74132 1.38005 0.119 -0.298 0.077 0.084
H 6.41299 -0.96432 -0.30614 -0.075 0.545 0.054 0.075
H 5.20711 1.45661 -1.16962 -0.236 0.043 0.072 0.121
H 5.84632 0.23380 -2.22136 -0.038 -0.090 0.040 0.119
H 3.45923 2.03577 -2.87835 0.048 0.083 0.182 0.045
H 5.05280 2.09997 -3.59967 0.023 -0.107 -0.066 0.089
H 3.95788 0.73470 -3.90064 0.308 -0.116 -0.034 0.072
C 2.29227 5.02218 1.08718 0.780 0.370 0.061 -0.068
C 2.21049 3.65870 0.41402 0.332 0.653 -0.195 -0.248
N 1.21994 3.60037 -0.68533 -0.188 -1.373 0.461 -0.243
C 1.65125 4.37219 -1.85344 -0.211 -0.844 -0.110 -0.236
C 0.84447 4.03696 -3.10529 -0.666 1.180 -0.307 -0.080
C -0.17405 3.83325 -0.25807 0.575 0.432 0.182 -0.227
C -0.63134 2.89139 0.84808 -0.562 0.357 -0.327 -0.074
H 3.14345 5.13137 1.76547 -0.146 -0.591 0.230 0.085
H 1.39945 5.28795 1.64824 -0.075 0.131 -0.160 0.077
H 2.56835 5.77958 0.34995 -0.628 0.122 -0.101 0.076
H 3.18015 3.46223 -0.05307 -0.004 -0.109 0.012 0.108
H 2.06889 2.86986 1.15381 -0.296 -0.084 -0.122 0.102
H 1.65101 5.44709 -1.65323 -0.143 0.052 -0.127 0.122
H 2.68502 4.06513 -2.02097 0.107 0.235 -0.087 0.104
H 1.15520 4.71850 -3.90143 0.370 -0.376 -0.143 0.085
H 0.84946 3.00817 -3.46406 0.466 -0.073 0.176 0.064
H -0.21215 4.31237 -3.03381 0.023 -0.096 0.403 0.067
H -0.83920 3.73286 -1.11360 0.107 -0.029 -0.074 0.106
H -0.25546 4.87249 0.08187 -0.210 0.010 0.054 0.122
H 0.04520 2.88730 1.69679 -0.071 -0.165 0.084 0.074
H -0.82958 1.88126 0.48322 0.376 -0.103 0.058 0.048
H -1.60867 3.24948 1.17936 0.095 0.032 0.197 0.081

4.
61
Properties=species:S:1:pos:R:3:forces:R:3:mulliken_spin:R:1 method="wB97M-V/def2-TZVPD" total_charge=-1 fmax_ev_per_a=6.27 gap_ev="1.88 / 8.74" relative_energy_ev=2.961 e_lumo_ha="0.08897 / 0.08554" multiplicity=2 homo_energy_ha="0.020 / -0.236"
C 1.45480 -0.59614 -0.89683 -2.117 -0.141 -0.915 -0.042
C -0.00127 -0.18885 -0.45156 -0.072 -0.192 -0.169 0.648
C 2.35386 0.72036 -1.06215 -1.162 -2.023 -2.495 0.068
N 3.61917 0.43980 -0.43077 0.503 2.625 0.204 -0.069
C 4.13938 -0.77935 -1.00066 0.774 -0.795 0.126 0.046
C 4.56032 1.62775 -0.68449 -2.995 0.523 4.011 0.026
H 1.26191 -1.17793 -1.92731 0.806 1.587 2.270 -0.071
H 1.86643 -1.38280 -0.21750 -0.195 1.094 -0.330 0.006
H -0.41345 0.48262 -1.22579 0.360 0.489 0.654 -0.129
H -0.71713 -1.02158 -0.61935 0.522 0.065 0.815 0.124
H -0.07811 0.20945 0.62992 0.179 -0.647 -1.958 0.025
H 1.90973 1.69776 -0.80190 0.069 -0.815 0.534 0.030
H 2.40389 0.78889 -2.25745 0.504 0.118 1.948 0.027
H 5.23399 -0.76745 -0.96196 -0.051 0.115 -0.224 -0.001
H 3.77310 -0.81453 -2.04206 0.494 -0.532 0.040 0.012
H 3.85979 -1.70414 -0.43484 -0.127 0.868 -0.576 -0.008
H 5.28213 1.67880 0.15975 -0.318 0.108 -0.746 -0.008
H 4.98554 1.50098 -1.57227 2.352 -0.681 -3.807 -0.003
H 4.01496 2.63987 -0.81085 0.464 -1.735 0.741 0.005
H 0.76606 -1.37355 2.58631 4.221 -1.890 -0.562 0.065
H -0.11365 -0.65371 3.25063 -1.269 1.337 1.389 -0.007
O -0.07724 -1.10450 2.42440 -3.629 0.477 -0.914 -0.106
H -2.58770 -3.00947 -3.66234 -1.241 1.978 2.604 -0.045
H -2.45851 -1.50726 -3.31055 -0.600 -0.591 0.760 0.002
O -2.90742 -2.31412 -2.92872 2.157 -1.263 -3.759 0.131
H -3.75681 3.37980 -0.39537 0.961 0.111 1.798 0.017
H -4.07915 3.44696 1.09417 -3.147 -0.512 2.270 -0.094
O -3.39168 3.60302 0.52832 2.078 0.311 -3.917 0.136
H -2.32619 -4.37853 1.27563 1.726 -0.458 0.300 -0.020
H -3.13289 -3.03678 1.34547 0.024 -3.010 -0.796 -0.001
O -3.18470 -4.05455 1.11789 -1.737 3.543 0.439 0.057
H 0.30923 4.15453 -0.42357 -1.067 -1.771 -0.881 -0.029
H 0.16182 2.67483 -0.11074 0.004 -0.763 0.604 0.021
O -0.10167 3.29531 -0.77823 0.990 2.540 0.245 0.075
H 2.90808 -0.79579 2.17947 -0.418 0.278 0.599 0.002
H 2.19765 -0.77411 3.65751 0.489 0.632 -0.333 0.028
O 2.50637 -1.29966 2.91078 0.524 -0.493 0.323 -0.023
H -3.09013 0.78005 4.43859 -0.996 -0.294 -0.651 -0.028
H -1.91240 1.62105 3.93961 -0.450 0.028 -0.794 0.032
O -2.35646 1.29271 4.73028 -0.595 0.972 1.265 -0.064
H -2.45806 2.39264 1.66832 -0.893 1.035 -0.600 -0.107
H -1.37275 1.39189 1.48951 -0.886 1.197 2.178 -0.071
O -1.80663 1.97824 2.22180 2.143 -2.188 -1.867 0.234
H 1.76533 -0.90641 -4.97158 0.004 0.838 -1.345 0.028
H 1.91171 -1.85052 -3.92191 0.008 -0.556 0.777 -0.008
O 1.43809 -1.03868 -4.09756 0.010 -0.306 0.317 -0.061
H -0.77880 1.07165 -3.23114 4.196 0.404 2.831 -0.020
H -2.08557 1.50466 -3.40380 -0.500 -0.442 -0.373 0.079
O -1.43363 0.90151 -3.81175 -3.724 -0.202 -2.444 -0.057
H -1.16553 -0.14055 4.90866 -3.345 -0.112 0.027 0.008
H -0.27531 1.16772 5.11874 -0.819 -2.307 -0.231 -0.019
O -0.32021 0.17438 4.98800 6.035 1.579 0.625 0.006
H -3.79049 -1.79371 -1.55033 0.547 -0.091 -0.620 0.021
H -4.67309 -2.05728 -0.41673 -0.244 0.186 0.391 0.027
O -4.12410 -1.34964 -0.76980 -0.453 0.105 0.585 -0.013
H 1.81387 -3.14758 1.66338 1.673 0.026 -0.903 0.030
H 3.35565 -3.35709 1.83812 -0.839 0.274 -0.593 -0.001
O 2.67613 -3.18251 1.14903 -0.752 -0.677 1.113 -0.014
H -4.15635 2.23806 -2.48532 -2.229 0.819 -1.469 0.013
H -3.85570 0.91834 -1.67807 -0.526 -0.049 -0.080 0.060
O -3.54622 1.78512 -1.96902 2.582 -0.725 1.571 0.032

Number 1: calculated total energy -82211.953 eV. Number 2: calculated total energy -38452.076 eV. Number 3: calculated total energy -49223.200 eV. Number 4: calculated total energy -36001.531 eV.